ORCA calculation (ωB97M-V/def2-TZVPD) on an isolated molecule of C18H25N3O2S.

ΔE to the lowest compared entry with this formula, charge and spin (kcal per mole): 13.8
HOMO-LUMO gap (Ha): 0.3231
SMILES string: COCc1cc(C)nc(SCC(=O)N[C@H]2CCCC[C@@H]2C)c1C#N
Calculated total energy (eV): -38473.1293
HOMO (eV): -8.9

Element x y z (Å)
C (0.5864, -2.6908, 5.2140)
O (-0.3107, -3.2310, 4.2733)
C (-1.1128, -2.2621, 3.6467)
C (-0.3672, -1.4398, 2.6254)
C (0.6638, -2.0047, 1.8874)
C (1.3278, -1.2361, 0.9397)
C (2.4272, -1.8016, 0.1007)
N (1.0037, 0.0333, 0.7160)
C (0.0281, 0.5998, 1.4083)
S (-0.3716, 2.2755, 1.1035)
C (0.9426, 2.8132, -0.0430)
C (0.5787, 2.5296, -1.5010)
O (0.2278, 3.4064, -2.2597)
N (0.7091, 1.2341, -1.8230)
C (0.3117, 0.6788, -3.0973)
C (1.5091, 0.0003, -3.7672)
C (1.1101, -0.5808, -5.1191)
C (-0.0352, -1.5733, -4.9499)
C (-1.2267, -0.8994, -4.2771)
C (-0.8431, -0.3184, -2.9150)
C (-2.0454, 0.3486, -2.2519)
C (-0.6995, -0.1019, 2.3915)
C (-1.7205, 0.5402, 3.1209)
N (-2.5446, 1.0558, 3.7297)
H (1.1192, -3.5333, 5.6494)
H (0.0507, -2.1493, 6.0026)
H (1.3049, -2.0082, 4.7446)
H (-1.9047, -2.8217, 3.1352)
H (-1.5841, -1.6014, 4.3895)
H (0.9376, -3.0339, 2.0567)
H (3.1404, -2.3390, 0.7217)
H (2.9396, -1.0074, -0.4358)
H (2.0154, -2.5072, -0.6206)
H (1.0212, 3.8889, 0.1068)
H (1.8613, 2.3097, 0.2521)
H (0.9699, 0.5873, -1.0821)
H (-0.0259, 1.5221, -3.7090)
H (2.3124, 0.7288, -3.8909)
H (1.8742, -0.8002, -3.1180)
H (1.9692, -1.0737, -5.5783)
H (0.7943, 0.2285, -5.7803)
H (-0.3343, -1.9662, -5.9234)
H (0.3001, -2.4154, -4.3392)
H (-1.5953, -0.0935, -4.9151)
H (-2.0368, -1.6204, -4.1491)
H (-0.4915, -1.1342, -2.2697)
H (-2.3815, 1.1963, -2.8443)
H (-1.7944, 0.7106, -1.2574)
H (-2.8681, -0.3570, -2.1594)

Forces on atoms 1 to 3 (eV/Å):
C 0.1 0.1 0.1
O -0.1 -0.1 -0.2
C -0.2 -0.1 0.1